Model A:
Here is a gas-phase ion, C4H13N3 (charge +2) from the OMol25 dataset. Energies are from ωB97M-V with the def2-TZVPD basis set.

```
20
Properties=species:S:1:pos:R:3
C -0.3971 -1.1093 0.4746
C -1.6196 -0.6648 1.2748
C 1.6632 -0.5353 -0.6451
C -0.1208 1.9876 -0.9760
N -0.3490 -2.3708 0.1048
N 0.5370 -0.1820 0.1328
N 0.4396 1.1898 0.2864
H -1.6461 -1.3069 2.1959
H -1.8054 0.4527 1.3922
H -2.5661 -0.8493 0.7167
H 1.2538 -0.9669 -1.6502
H 2.3941 -1.2211 -0.2341
H 2.2992 0.2954 -0.9210
H -1.2202 1.8599 -0.9922
H 0.0908 3.0364 -1.0086
H 0.3403 1.5535 -1.8497
H -0.7503 -3.1509 0.7516
H 0.3498 -2.7823 -0.5678
H -0.1867 1.4813 1.0885
H 1.2833 1.6705 0.4963
```

Computed properties:
Charge ... +2
Kohn-Sham gap ... 0.42690 hartree
E_HOMO ... -0.7310 hartree
LUMO ... -8.275 eV
SMILES ... C[NH2+]/[N+](C)=C(\C)N

***

Model B:
Here is 2 unconnected molecules or ions with the total composition C4H13N3 from the OMol25 dataset. Energies are from ωB97M-V with the def2-TZVPD basis set.

```
20
Properties=species:S:1:pos:R:3
C -1.3400 -1.1534 2.6644
C -0.2027 -1.6871 0.7067
C 1.8006 2.3903 -3.0284
C 1.1926 1.1349 -2.8763
N -1.0819 -2.1887 1.7391
N -1.2008 0.1014 1.7827
N -0.1360 -0.2184 0.8728
H -2.3158 -1.2216 3.1436
H -0.5560 -1.0922 3.4284
H 0.8001 -2.1196 0.7985
H -0.5940 -1.9285 -0.2866
H 2.6178 2.6097 -2.3416
H 2.2342 2.4108 -4.0545
H 1.0811 3.2128 -3.1627
H 0.2589 0.9090 -3.3778
H 1.6314 0.3466 -2.2799
H -1.8556 -2.7632 1.4384
H -2.0651 0.2441 1.2320
H -1.0233 0.9665 2.3099
H 0.7544 0.0466 1.2914
```

Computed properties:
Charge ... +2
Kohn-Sham gap ... 0.22869 hartree
E_HOMO ... -0.6164 hartree
LUMO ... -10.550 eV

***

Which is most stable, and by how much? model A, by 1.112 eV.

***

Model A:
Here is a gas-phase ion, C4H13N3 (charge +2) from the OMol25 dataset. Energies are from ωB97M-V with the def2-TZVPD basis set.

```
20
Properties=species:S:1:pos:R:3
C -0.8473 1.2361 0.3340
C 0.1243 0.3225 1.0845
C 0.4288 -0.8495 0.0788
C 1.1954 -0.6049 -1.0194
N 1.6492 -1.7738 -1.8910
N -0.5005 -1.8909 0.1402
N -1.2032 2.3970 1.3138
H -0.5095 1.5810 -0.6366
H -1.8399 0.7596 0.3051
H -0.3279 -0.0861 2.0058
H 1.0397 0.8703 1.2356
H 1.4594 0.3029 -1.2278
H 2.6959 -1.5956 -2.2606
H 1.3421 -2.6395 -1.4436
H 1.1195 -1.8115 -2.8054
H -0.8339 -2.3159 0.9724
H -1.0657 -2.0166 -0.7045
H -0.4077 2.7362 1.8556
H -1.9961 2.1245 1.9546
H -1.5226 3.2544 0.7083
```

Computed properties:
Charge ... +2
Kohn-Sham gap ... 0.37431 hartree
E_HOMO ... -0.6240 hartree
LUMO ... -6.795 eV
SMILES ... N/C(=C\[NH3+])CC[NH3+]

***

Model B:
Here is a gas-phase ion, C4H13N3 (charge +2) from the OMol25 dataset. Energies are from ωB97M-V with the def2-TZVPD basis set.

```
20
Properties=species:S:1:pos:R:3
C -1.8346 0.3357 0.1032
C 0.0814 1.8025 -0.2503
C 1.5819 -0.1288 1.0846
C 0.8925 -1.0032 -1.0837
N -2.3439 -0.9329 0.0679
N -0.5272 0.5708 0.1300
N 0.4335 -0.6166 0.2682
H -2.3727 1.2883 0.0149
H -0.8066 2.4517 -0.4018
H 0.6016 1.7905 -1.2791
H 0.6985 2.0595 0.6087
H 2.1758 0.5101 0.4382
H 1.1602 0.2723 2.0189
H 2.0957 -1.0674 1.4355
H 1.5464 -0.2230 -1.5076
H 1.5567 -1.8372 -0.9601
H -0.0569 -1.2270 -1.6395
H -3.3472 -1.1119 0.1977
H -1.6393 -1.6806 -0.1694
H 0.1043 -1.2528 0.9237
```

Computed properties:
Charge ... +2
Kohn-Sham gap ... 0.42490 hartree
E_HOMO ... -0.7398 hartree
LUMO ... -8.569 eV
SMILES ... C/[N+](=C/N)[NH+](C)C

***

Model C:
Here is a gas-phase ion, C4H13N3 (charge +2) from the OMol25 dataset. Energies are from ωB97M-V with the def2-TZVPD basis set.

```
20
Properties=species:S:1:pos:R:3
C 1.3800 0.9789 0.8941
C 0.5505 1.0650 -1.4963
C -0.6128 -1.6604 -0.8541
C -1.8042 -0.1636 0.4140
N 1.6864 0.4803 2.0585
N 0.3874 0.5667 -0.1198
N -0.4439 -0.6043 0.1294
H 1.8852 1.9034 0.5066
H 1.0645 0.3762 -2.0566
H 1.1964 1.9984 -1.4864
H -0.2836 1.4112 -2.0266
H -1.0123 -1.4676 -1.7838
H 0.3197 -2.0804 -1.2587
H -1.3954 -2.3695 -0.4493
H -2.1112 0.1830 -0.5420
H -2.3924 -1.0136 0.7650
H -1.9000 0.5940 1.3139
H 2.4231 1.1128 2.5303
H 1.1601 -0.3143 2.4088
H -0.0975 -0.9964 1.0530
```

Computed properties:
Charge ... +2
Kohn-Sham gap ... 0.41190 hartree
E_HOMO ... -0.7320 hartree
LUMO ... -8.712 eV
SMILES ... C/[N+](=C/N)[NH+](C)C

***

Which is most stable, and by how much? model A, by 1.875 eV.

***

Model A:
Here is a molecular structure, C2H5IN from the OMol25 dataset. Energies are from ωB97M-V with the def2-TZVPD basis set.

```
9
Properties=species:S:1:pos:R:3
C -0.9026 -0.3340 -0.1965
C 0.5404 0.0201 -0.4555
N 0.2316 -0.1773 0.8832
I 1.3200 2.3940 -1.6729
H -1.7617 0.2893 0.0752
H -1.2692 -1.3231 -0.5642
H 1.2196 -0.6422 -1.0696
H 0.0138 0.6279 1.4421
H 0.6080 -0.8547 1.5582
```

Computed properties:
Charge ... +1
Kohn-Sham gap (spin up / spin down) ... 0.26941 / 0.26812 hartree
E_HOMO (spin up / spin down) ... -0.5098 / -0.5091 hartree
LUMO (spin up / spin down) ... -6.542 / -6.556 eV

***

Model B:
Here is a gas-phase ion, C2H5IN (charge +1) from the OMol25 dataset. Energies are from ωB97M-V with the def2-TZVPD basis set.

```
9
Properties=species:S:1:pos:R:3
C 0.8766 -0.1654 0.2602
C -0.5427 0.0083 0.4906
N -0.0803 -0.2450 -0.8876
I -1.3945 1.9932 1.0173
H 1.5352 0.6738 0.4003
H 1.2316 -1.1966 0.5152
H -1.2091 -0.6453 0.9610
H -0.0986 0.6856 -1.4428
H -0.3181 -1.1086 -1.3142
```

Computed properties:
Charge ... +1
Kohn-Sham gap ... 0.35647 hartree
E_HOMO ... -0.5266 hartree
LUMO ... -4.630 eV
SMILES ... I[C@@H]1C[NH2+]1

***

Which is most stable, and by how much? model B, by 2.011 eV.

***

Model A:
Here is 2 unconnected molecules or ions with the total composition C3H7O from the OMol25 dataset. Energies are from ωB97M-V with the def2-TZVPD basis set.

```
11
Properties=species:S:1:pos:R:3
O -1.1350 -2.0591 0.7078
H -1.0174 -2.2618 -0.2283
C 0.2442 0.2820 1.0558
C 0.6262 0.8914 -0.1755
C 0.0814 0.7991 -1.4343
H 0.9931 0.2582 1.8463
H -0.4851 -1.2010 0.7959
H -0.7413 0.5337 1.4480
H 1.6680 1.2607 -0.1796
H 0.5178 1.3686 -2.2440
H -0.7520 0.1283 -1.5921
```

Computed properties:
Charge ... -1
Kohn-Sham gap ... 0.23729 hartree
E_HOMO ... -0.0598 hartree
LUMO ... 4.829 eV

***

Model B:
Here is 2 unconnected molecules or ions with the total composition C3H7O from the OMol25 dataset. Energies are from ωB97M-V with the def2-TZVPD basis set.

```
11
Properties=species:S:1:pos:R:3
C -1.5608 -0.0930 -0.2236
O -0.7894 -0.6350 -1.0475
C -2.9272 -0.1029 0.0253
C 2.6247 0.1388 0.0013
H -1.0058 0.5105 0.5317
H -3.7398 -0.7865 -0.3699
H -3.2131 0.5203 0.9253
H 2.6032 -0.8871 -0.3703
H 2.8834 0.8792 -0.7658
H 3.4034 0.1316 0.7853
H 1.7215 0.3240 0.5080
```

Computed properties:
Charge ... -1
Kohn-Sham gap ... 0.22670 hartree
E_HOMO ... -0.0754 hartree
LUMO ... 4.118 eV

***

Model C:
Here is 2 unconnected molecules or ions with the total composition C3H7O from the OMol25 dataset. Energies are from ωB97M-V with the def2-TZVPD basis set.

```
11
Properties=species:S:1:pos:R:3
C -1.3117 -0.8456 1.4265
O -0.0568 -0.3698 1.2438
H -1.4655 -1.4279 2.3689
H -2.0945 -0.0411 1.4356
H -1.6485 -1.5560 0.6219
C 1.1597 0.7675 -0.8430
C 0.5257 0.6250 -2.0041
H 2.0476 0.2010 -0.5856
H 0.8054 1.3816 -0.0323
H 0.9188 0.0112 -2.8046
H -0.4406 1.1020 -2.1232
```

Computed properties:
Charge ... -1
Kohn-Sham gap ... 0.23709 hartree
E_HOMO ... -0.0699 hartree
LUMO ... 4.548 eV

***

Which is most stable, and by how much? model B, by 0.904 eV.

***

Model A:
Here is 2 unconnected molecules or ions with the total composition C7H11N3O from the OMol25 dataset. Energies are from ωB97M-V with the def2-TZVPD basis set.

```
22
Properties=species:S:1:pos:R:3
C -2.8670 1.2422 0.1016
C -2.7911 -0.8002 0.4310
C -0.4625 -1.1531 -0.4019
C 0.8829 0.5849 1.2151
C 1.2418 0.8369 -1.3171
C 2.3567 -1.0955 0.0199
C 1.3025 -0.0137 -0.0609
N -3.5571 0.1859 0.5846
N -1.6568 1.0348 -0.3738
N -1.5632 -0.3391 -0.2003
O -0.5552 -2.3413 -0.4955
H -3.3671 2.1594 0.1803
H -2.9434 -1.9128 0.5377
H -0.1491 0.5608 1.4274
H 1.5224 0.2142 1.9632
H 1.0702 1.7191 1.2750
H 0.5588 1.7750 -1.1427
H 0.9033 0.3597 -2.2368
H 2.2013 1.3025 -1.4756
H 2.7619 -1.3354 -1.0302
H 1.9643 -2.1549 0.2731
H 3.1462 -0.8297 0.7257
```

Computed properties:
Kohn-Sham gap ... 0.33322 hartree
E_HOMO ... -0.3162 hartree
LUMO ... 0.464 eV

***

Model B:
Here is C7H11N3O in the gas phase from the OMol25 dataset. Energies are from ωB97M-V with the def2-TZVPD basis set.

```
22
Properties=species:S:1:pos:R:3
C 0.5841 0.6124 -0.1563
C -0.2139 -0.9426 -0.8221
C -1.5724 0.9211 -1.0426
C 1.6649 1.8395 1.8340
C 0.6746 0.9001 2.4469
C 1.3100 0.5640 1.1123
C -2.1725 -1.0985 -2.3100
N -0.5547 1.3938 -0.2867
N -1.2962 -0.4079 -1.3973
N 0.3414 -2.1070 -1.1986
O -2.5795 1.5159 -1.3843
H 1.3101 2.7768 1.4309
H 2.6507 1.9126 2.2693
H 0.9745 0.3240 3.3089
H -0.3682 1.1879 2.4561
H 2.0721 -0.2088 1.1241
H -3.0517 -0.4671 -2.4482
H -1.6832 -1.2508 -3.2767
H -2.4680 -2.0635 -1.8941
H -0.6554 2.2896 0.1681
H 1.2215 -2.3401 -0.7699
H 0.2458 -2.4100 -2.1630
```

Computed properties:
Kohn-Sham gap (spin up / spin down) ... 0.25064 / 0.25060 hartree
E_HOMO (spin up / spin down) ... -0.2284 / -0.2284 hartree
LUMO (spin up / spin down) ... 0.605 / 0.605 eV
SMILES ... Cn1c(N)c(C2CC2)[nH]c1=O

***

Which is most stable, and by how much? model B, by 0.068 eV.

***

Model A:
Here is 2 unconnected molecules or ions with the total composition CH7N3O from the OMol25 dataset. Energies are from ωB97M-V with the def2-TZVPD basis set.

```
12
Properties=species:S:1:pos:R:3
N -1.8560 0.9094 -0.5850
C -0.6860 0.2929 -0.1472
N 0.1434 1.1487 0.5189
N -0.3536 -0.9176 -0.3177
H -2.4155 0.5052 -1.3103
H -2.3652 1.5255 0.0275
H 0.1034 2.1473 0.5365
H 1.0699 0.8028 0.7295
H -1.0592 -1.5537 -0.6638
H 1.7474 -1.4452 -0.2138
H 2.0441 -1.3545 1.2914
O 2.4423 -1.2338 0.4330
```

Computed properties:
Kohn-Sham gap ... 0.37076 hartree
E_HOMO ... -0.3406 hartree
LUMO ... 0.820 eV
SMILES ... N=C(N)N.O

***

Model B:
Here is 2 unconnected molecules or ions with the total composition CH7N3O from the OMol25 dataset. Energies are from ωB97M-V with the def2-TZVPD basis set.

```
12
Properties=species:S:1:pos:R:3
C -0.8660 -1.2321 0.6252
N 0.3899 1.5399 -0.4491
N -0.3118 -1.4588 -0.5227
N 1.0492 0.6980 -1.4209
O -2.0343 -0.6236 0.6875
H -0.3816 -1.2902 1.6694
H 0.2007 1.1095 0.4435
H -0.4422 1.7872 -1.0042
H 0.9322 2.5037 -0.1280
H 0.5827 -1.8913 -0.4910
H 1.6630 0.1232 -1.0145
H -2.2203 -0.4927 -0.2897
```

Computed properties:
Kohn-Sham gap ... 0.27010 hartree
E_HOMO ... -0.2531 hartree
LUMO ... 0.463 eV

***

Model C:
Here is CH7N3O in the gas phase from the OMol25 dataset. Energies are from ωB97M-V with the def2-TZVPD basis set.

```
12
Properties=species:S:1:pos:R:3
C -0.0826 0.9571 0.0377
N -1.2012 0.1231 0.4851
N 0.9581 0.1532 -0.5519
N 1.6840 -0.5763 0.4436
O -1.9633 -0.5474 -0.5264
H -2.7083 0.0265 -0.7445
H -0.8951 -0.5816 1.1531
H 0.3959 -0.5058 -1.1707
H 1.3194 -1.5220 0.5596
H 2.6470 -0.6545 0.1314
H 0.3024 1.4859 0.9110
H -0.4562 1.6419 -0.7281
```

Computed properties:
Kohn-Sham gap ... 0.35388 hartree
E_HOMO ... -0.3150 hartree
LUMO ... 1.059 eV
SMILES ... NNCNO

***

Which is most stable, and by how much? model A, by 3.328 eV.

***

Model A:
Here is 3 unconnected molecules or ions with the total composition CH7O3 from the OMol25 dataset. Energies are from ωB97M-V with the def2-TZVPD basis set.

```
11
Properties=species:S:1:pos:R:3
C 0.2579 1.3575 -0.0172
O 0.1386 -0.0016 -0.2185
H 1.1689 1.6750 0.5253
H 0.3961 1.9054 -0.9789
H -0.6550 1.7688 0.4451
H 0.8293 -0.5959 1.0640
H 1.8325 0.0541 1.9747
O 1.4776 -0.8373 1.8378
H -1.6503 -0.5674 -2.5260
H -1.1765 -0.2611 -1.0642
O -1.9337 -0.6849 -1.6220
```

Computed properties:
Charge ... -1
Kohn-Sham gap ... 0.30317 hartree
E_HOMO ... -0.1397 hartree
LUMO ... 4.448 eV

***

Model B:
Here is a molecular structure, CH7O3 from the OMol25 dataset. Energies are from ωB97M-V with the def2-TZVPD basis set.

```
11
Properties=species:S:1:pos:R:3
C -1.0044 0.9583 -0.2579
O 0.0178 0.1673 0.2676
H -0.7906 1.2304 -1.3053
H -1.9489 0.4135 -0.2236
H -1.0211 1.9302 0.2719
H -0.5753 -0.7405 0.7121
H -0.7237 -2.3539 1.3777
O -1.3296 -1.6318 1.1797
H 2.8786 0.3710 -0.5882
H 1.3575 0.3139 -0.6780
O 2.1711 0.5786 -1.2024
```

Computed properties:
Charge ... -1
Kohn-Sham gap ... 0.31323 hartree
E_HOMO ... -0.1503 hartree
LUMO ... 4.434 eV

***

Model C:
Here is 3 unconnected molecules or ions with the total composition CH7O3 from the OMol25 dataset. Energies are from ωB97M-V with the def2-TZVPD basis set.

```
11
Properties=species:S:1:pos:R:3
C 0.0942 0.7021 -1.1169
O -0.4285 -0.0106 -0.0820
H 0.3532 1.7119 -0.7994
H 1.0713 0.3328 -1.5064
H -0.6930 0.8236 -1.9365
H -0.0393 -1.4998 0.1376
H 1.0804 -2.1555 -0.5043
O 0.4641 -2.4066 0.2074
H -0.6402 0.3505 2.4008
H -0.5971 0.8826 1.1064
O -0.6651 1.2690 2.0935
```

Computed properties:
Charge ... -1
Kohn-Sham gap ... 0.30887 hartree
E_HOMO ... -0.1461 hartree
LUMO ... 4.429 eV

***

Which is most stable, and by how much? model A, by 0.072 eV.

***

Model A:
Here is 2 unconnected molecules or ions with the total composition C4H14N3 from the OMol25 dataset. Energies are from ωB97M-V with the def2-TZVPD basis set.

```
21
Properties=species:S:1:pos:R:3
C -1.0640 1.4516 -1.6916
C 1.8254 0.3566 0.3203
C -0.2164 0.2822 -1.4230
C 0.3198 0.3200 0.2280
N 0.8559 -2.2193 0.8044
N -0.1100 -0.6088 1.3139
N -1.4099 -0.8483 1.1504
H -1.2996 1.8454 -0.7454
H -0.4988 2.2931 -2.1980
H -1.8861 1.1603 -2.3247
H 2.2442 0.2882 1.2722
H 2.1798 -0.5396 -0.2210
H 2.1386 1.2188 -0.2587
H -0.5986 -0.7326 -1.6505
H 0.7608 0.4006 -1.9692
H 0.0715 1.2407 0.6678
H 1.7288 -2.0100 1.2554
H 0.3623 -2.9741 1.3058
H -1.9600 -0.7089 0.2164
H 0.7750 -2.3492 -0.1332
H -1.8971 -1.6251 1.6059
```

Computed properties:
Charge ... +1
Kohn-Sham gap ... 0.36817 hartree
E_HOMO ... -0.5314 hartree
LUMO ... -4.441 eV

***

Model B:
Here is 2 unconnected molecules or ions with the total composition C4H14N3 from the OMol25 dataset. Energies are from ωB97M-V with the def2-TZVPD basis set.

```
21
Properties=species:S:1:pos:R:3
C 1.1338 3.0893 -0.0985
C 0.4745 2.4699 1.1200
H 1.8565 3.8743 0.0992
H 1.6743 2.4353 -0.7772
H 0.3790 3.6731 -0.6512
H 1.0001 1.5858 1.4702
H -0.4932 2.0523 0.8079
H 0.2982 3.1217 1.9703
C 0.3173 -2.7908 0.9112
C -0.8297 -1.2918 -0.6818
N -0.7030 -1.8124 0.5335
N -1.5596 -0.1935 -0.8929
N -0.3839 -1.9613 -1.7405
H -1.2353 -1.3441 1.2499
H -1.6733 0.5576 -0.2108
H -1.7579 0.0814 -1.8403
H 0.1227 -2.8325 -1.6639
H -0.2310 -1.4849 -2.6142
H 0.1198 -3.0932 1.9360
H 1.3128 -2.4210 0.7316
H 0.1778 -3.7154 0.3414
```

Computed properties:
Charge ... +1
Kohn-Sham gap ... 0.42329 hartree
E_HOMO ... -0.5357 hartree
LUMO ... -3.060 eV

***

Which is most stable, and by how much? model B, by 4.444 eV.